[1]
Below is a 2-piece molecular cluster, C3H11N2O overall at a distorted geometry, with properties calculated with ωB97M-V/def2-TZVPD.

Structure (XYZ):
```
17
C3H11N2O ωB97M-V/def2-TZVPD
H 0.24578 2.82340 0.97698
H 2.09215 -2.39702 -1.70371
C -0.38049 1.46881 2.56628
H 0.83971 -2.32554 -2.93754
N -0.29885 1.97530 1.15188
H -1.39468 -1.78563 -2.18942
H 0.46633 1.74059 3.17582
H 1.87440 -0.94762 -2.52981
C 1.29609 -1.77106 -2.12107
H -0.46764 0.37581 2.49686
H -1.65528 -1.18571 -0.61012
O 0.66688 -0.46431 -0.22243
H -1.35006 1.67739 3.02363
C 0.30874 -1.17691 -1.16790
H -1.25922 2.18551 0.87514
N -1.01509 -1.38471 -1.35644
H 0.03123 1.19171 0.57187
```

Properties
spin multiplicity = 1
gap between HOMO and LUMO = 10.582 eV
relative energy (zero: lowest compared OMol25 entry of this formula, charge and spin) = 42.52 kJ/mol
net charge = +1
HOMO level = -13.9 eV

Löwdin population analysis, charges in e, atoms 1 to 2: atom 1 (H): 0.18, atom 2 (H): 0.10

[2]
Below is C33H38N4O7Rh as an isolated structure, with properties calculated with ωB97M-V/def2-TZVPD.

Structure (XYZ):
```
83
C33H38N4O7Rh ωB97M-V/def2-TZVPD
H -2.60389 2.25136 -2.39389
H 4.50930 1.58800 0.47882
H -1.82040 -3.51872 -1.52681
C 0.14500 5.96813 1.93995
C -3.36908 -2.49062 0.47837
H 5.90507 0.01705 0.50739
H -1.63626 -4.38941 2.15896
H -3.38382 -4.49321 2.38292
C -0.29111 3.27383 2.66578
H 3.52647 1.30832 2.64742
C -2.66306 -1.26617 0.33104
H -1.55040 -5.13930 -0.86874
C 5.54367 -2.07762 0.27519
H 2.73161 2.66190 -0.80279
C -3.39853 -0.10132 0.00223
H -4.18083 1.48978 -2.13799
C -4.78279 -0.11785 0.08464
H -2.52036 -5.74016 1.47585
H -3.64909 -4.44623 -0.10660
H -1.66515 1.05617 -0.48941
C 4.57109 -3.03500 0.07206
C -3.09120 2.40810 0.29174
C -0.04508 3.58678 1.28841
O 0.16485 7.78866 3.93370
H -2.81778 2.26014 1.33604
C -0.04590 5.60294 3.25846
C -4.76021 -2.44020 0.56348
C 2.56715 -4.21840 -1.81101
C -2.81399 -3.91499 0.36299
C 3.81642 -0.38121 0.44494
C -0.61799 1.87805 3.20589
C -0.63373 -1.92297 1.33125
O -0.76843 0.91332 2.37456
H 2.56630 -3.36414 -2.48875
H 3.54710 -4.69509 -1.87303
C -5.47315 -1.26714 0.42388
H -1.17533 -2.52405 2.04951
H 1.91799 1.07476 2.00875
C -3.10417 1.36235 -2.00660
C -2.76019 1.16729 -0.53035
C 3.21808 -2.70995 0.07804
H 1.41922 -5.69088 0.21718
H 1.79804 1.18140 -0.86844
N 0.23755 5.42339 -0.40229
Rh 0.08132 0.64201 0.42389
O -0.38208 4.84244 -1.27100
O -0.76972 1.76540 4.41799
N -1.27544 -1.16692 0.45014
H 4.86249 -4.05968 -0.12452
C 0.10384 4.97799 0.98354
O -0.18545 6.29524 5.44372
H 0.30691 6.99608 1.65809
C 2.18741 -4.98892 0.54906
O 0.94278 6.40243 -0.61071
H 1.82237 -4.93571 -2.16270
C -2.57176 -4.66716 1.67566
C 2.87696 1.55565 1.80565
C -0.27850 4.27885 3.61014
N -0.02375 6.63283 4.28402
C 3.52642 1.10359 0.49854
H -2.79394 0.49912 -2.59722
H 1.96210 -4.69960 1.57538
H 1.25275 -3.32850 -0.41473
H -4.15780 2.63531 0.24176
H 3.37163 1.23948 -1.65933
C 0.76391 -1.89668 1.36776
C 2.82147 1.57596 -0.77990
C -1.65090 -4.08268 -0.60894
H -2.54187 3.26679 -0.09741
C 2.24149 -3.77689 -0.38053
C 5.15262 -0.75754 0.41604
H -0.70482 -3.75570 -0.18599
H 3.14177 -5.52025 0.55770
N 1.45197 -1.09027 0.53961
H 1.29422 -2.54316 2.06206
H -5.29646 -3.37229 0.70689
C 2.82110 -1.38281 0.37113
O 0.10325 2.72497 0.35364
H -6.55211 -1.26286 0.50837
H -0.45509 4.00060 4.63877
H -5.33076 0.79070 -0.13037
H 6.59239 -2.34494 0.27704
H 2.71195 2.63412 1.80316
```

Properties
spin multiplicity = 5
⟨S²⟩ = 6.0221
gap between HOMO and LUMO (alpha / beta) = 6.608 / 7.086 eV
relative energy (zero: lowest compared OMol25 entry of this formula, charge and spin) = 80.38 kJ/mol
net charge = -1
HOMO level (alpha / beta) = -4.3 / -5.7 eV

Löwdin population analysis, charges in e, atoms 1 to 2: atom 1 (H): 0.08, atom 2 (H): 0.12

[3]
Below is C49H39KN6O4S3 as an isolated structure at a distorted geometry, with properties calculated with ωB97M-V/def2-TZVPD.

Structure (XYZ):
```
102
C49H39KN6O4S3 ωB97M-V/def2-TZVPD
H -4.54023 -1.95128 -5.84110
C -2.71845 -2.68011 2.21256
C 0.89894 2.49126 1.23969
H -3.63732 2.20169 -5.45617
C -1.69827 1.90847 -3.62353
C 0.14033 -4.27605 -3.40807
H 1.20463 -5.98774 -4.15123
C -1.18085 -0.76090 -2.93058
H -0.32257 -3.27058 5.56277
H -0.44917 -6.03407 -2.30637
C -2.86933 3.35024 5.11111
H 6.45882 1.51014 -4.02953
C -0.71923 1.59935 -2.72833
C -2.45924 0.88730 -4.22874
H 1.31370 -1.66675 3.53501
H -4.94414 0.39183 -6.48509
O -3.92439 5.00694 8.86665
C 1.37896 -2.88833 -5.49625
H -3.72420 -2.29031 2.12080
H 1.87900 2.63213 -1.38223
S -1.62572 1.42826 3.65582
C -0.47045 -4.11776 4.89279
H -1.50322 5.35871 0.60767
C 2.48230 1.98550 -1.99818
H 2.82379 -2.41906 3.08849
C 0.56122 -2.20997 -4.63467
C -2.70945 4.40291 8.73355
H -0.88955 2.56098 8.31466
H 2.13170 3.86740 2.33149
C -3.95118 -1.16615 -5.38965
K -0.92497 -0.02208 1.38332
H -0.41785 1.30470 6.22956
C -3.14320 4.02985 6.27041
H -1.91567 3.05080 -0.24551
N 1.48259 0.30212 2.08440
C 4.05812 0.31497 -3.54099
N 2.99012 1.48266 0.72627
C -1.18091 2.06947 6.25648
H 2.68145 -1.24046 -2.97316
O 1.01769 -1.41836 -0.94590
H -3.39823 3.58685 4.19831
C -0.97311 -3.64499 3.56394
C 1.01854 -4.93452 -4.29228
S 0.79092 0.02344 -1.10572
N -0.20858 2.27392 0.54021
C -2.24731 -3.09537 3.44477
C -3.45682 1.17237 -5.18332
C -1.90699 -2.77314 1.08782
H 3.85679 3.52725 -2.53490
H 0.38539 -1.15123 -4.76812
C 1.62211 -4.25539 -5.31472
H 1.84560 -2.36394 -6.31627
C 3.79853 0.41314 0.77866
C 3.59960 2.48428 -2.64058
C 2.94557 -0.19512 -2.89375
C -2.20797 -0.46293 -3.87264
C 4.40792 1.65496 -3.41059
C -0.07116 -2.88210 -3.56795
C 2.16201 0.64320 -2.12070
C -1.51579 -2.88664 -1.63472
H 0.80653 -4.17437 2.49885
C -0.91040 -2.18873 -2.65219
H -2.81362 -2.50900 -4.20100
H 5.47786 -0.38033 -0.00482
H 5.92703 3.14622 -3.62626
C -0.56344 -4.96254 -2.39525
C -2.44659 3.74013 7.45295
C -0.44054 0.26327 -2.40384
C 1.84461 1.35307 1.37218
C 5.62599 2.20805 -4.08581
C -0.62478 -3.28217 1.20033
N 2.12262 -1.71733 2.94179
H -4.46926 4.85461 8.08314
N 4.93845 0.46416 0.07131
H 4.66917 -0.33615 -4.15063
C -1.90538 2.32779 5.08000
C -0.17843 -3.73710 2.42841
H 5.03294 1.18281 -0.62656
C 2.40824 -0.66681 2.16386
H 5.41612 2.39789 -5.13822
H 0.02947 -3.33096 0.34486
C 0.34466 4.78714 1.55767
C -1.43935 2.76480 7.40747
H 0.47393 -4.64638 4.78432
N 3.56642 -0.67070 1.51167
H -1.19373 -4.78417 5.36011
C -1.03596 3.28393 0.34170
H 2.28670 -4.76833 -5.99238
S -2.58862 -2.05923 -0.43911
C -2.98733 -1.47658 -4.47073
H -3.88330 4.82282 6.24032
C -1.38314 -4.28261 -1.53980
O -1.93501 4.42575 9.65973
C -0.80427 4.56452 0.81528
C -4.18335 0.16674 -5.75442
C 1.21952 3.73520 1.77023
H 0.55786 5.76532 1.96240
H -2.87313 -3.00491 4.32263
H -1.93488 -4.80508 -0.77069
H -1.90869 2.93684 -3.88025
O -2.13661 -0.65514 -0.36785
H -0.13917 2.37580 -2.25700
```

Properties
spin multiplicity = 1
gap between HOMO and LUMO = 6.006 eV
relative energy (zero: lowest compared OMol25 entry of this formula, charge and spin) = 103.00 kJ/mol
net charge = 0
HOMO level = -6.1 eV

Löwdin population analysis, charges in e, atoms 1 to 2: atom 1 (H): 0.11, atom 2 (C): -0.08

[4]
Below is a 2-piece molecular cluster, C2H11ClSi3 overall at a distorted geometry, with properties calculated with ωB97M-V/def2-TZVPD.

Structure (XYZ):
```
17
C2H11ClSi3 ωB97M-V/def2-TZVPD
H 1.64395 -4.58140 0.35868
H 0.35823 3.52068 0.36345
H 2.58541 -1.19547 -0.84219
H -0.76478 0.31998 2.13531
H -2.71912 1.76000 0.84499
Si 0.91857 -3.75787 -0.79000
H -1.98301 2.60534 -0.38297
H -2.41195 0.95029 -0.66170
H 1.63883 2.70844 1.14971
Cl 0.97941 -1.08033 -3.05710
C -2.11485 1.65158 0.04076
H 0.29865 3.23001 2.13368
Si -0.52948 1.20033 0.92493
C 0.56280 2.81234 1.20798
Si 1.26181 -1.60782 -1.14723
H -0.64843 -3.78198 -0.38278
H 0.92395 -4.75411 -1.89552
```

Properties
spin multiplicity = 1
gap between HOMO and LUMO (alpha / beta) = 6.191 / 7.186 eV
relative energy (zero: lowest compared OMol25 entry of this formula, charge and spin) = 257.19 kJ/mol
net charge = 0
HOMO level (alpha / beta) = -7.3 / -7.6 eV

Löwdin population analysis, charges in e, atoms 1 to 2: atom 1 (H): -0.09, atom 2 (H): 0.03